(1)
19
Properties=species:S:1:pos:R:3:forces:R:3 method="wB97M-V/def2-TZVPD" homo_ev=-8.8 e_tot_ev=-12967.0952 smiles="N[C@H](C=O)CO.O.O" molar_mass_da=125.12 orbital_gap_ha=0.3279 spin_multiplicity=1
N -0.356 -1.435 0.663 -0.5 -3.0 1.4
C -0.457 -1.554 -0.761 -0.6 -0.9 -1.1
C 0.831 -1.275 -1.494 0.0 -1.3 -1.5
O 1.508 -2.082 -2.126 -0.9 1.4 1.4
C -1.569 -0.611 -1.481 2.6 -0.8 -1.0
O -1.099 0.585 -2.090 0.9 2.6 0.9
H 0.082 -2.258 1.166 -0.8 1.2 -1.4
H 0.009 -0.662 1.104 0.8 2.3 0.1
H -0.802 -2.616 -0.894 0.4 1.0 -0.3
H 0.903 -0.183 -1.560 1.3 0.1 0.0
H -1.810 -1.144 -2.459 -0.8 0.2 1.9
H -2.218 -0.374 -0.680 -1.7 -0.3 0.2
H -0.915 1.429 -1.531 -0.7 -2.7 -0.8
O 1.759 0.700 1.741 1.7 1.1 0.6
H 2.295 0.923 2.537 -0.4 -0.2 -1.0
H 1.053 0.212 2.115 -1.1 -0.7 0.6
O 0.009 3.630 1.796 -0.5 1.5 -1.6
H -0.123 3.054 2.521 0.6 -1.0 0.9
H 0.902 3.663 1.434 -0.2 -0.6 0.7

---

(2)
18
Properties=species:S:1:pos:R:3:forces:R:3 method="wB97M-V/def2-TZVPD" homo_ev=-8.5 e_tot_ev=-35283.9621 smiles="CC[P@H](C)=S.C=S" molar_mass_da=154.24 orbital_gap_ha=0.2870 spin_multiplicity=1
C 0.921 1.783 -1.248 -1.1 -3.3 -0.4
C 1.844 0.417 -1.196 -2.3 2.4 -1.0
P 1.103 -0.588 0.176 -0.9 -0.3 -1.6
C 1.597 0.274 1.663 0.0 0.9 1.8
S 1.366 -2.515 -0.036 0.1 0.5 0.4
H -0.161 1.582 -1.488 1.1 -0.2 0.0
H 0.905 2.062 -0.258 -0.1 1.2 2.4
H 1.176 2.630 -1.809 1.1 0.8 -1.2
H 2.851 0.813 -1.032 0.0 -0.8 0.1
H 1.701 -0.078 -2.173 0.5 -0.1 0.7
H -0.328 -0.274 0.110 1.3 0.0 -0.1
H 2.684 0.687 1.537 -2.2 -0.6 0.7
H 0.779 1.004 2.027 1.6 -0.3 -1.2
H 1.458 -0.431 2.515 0.9 0.0 -0.6
C -3.312 -0.323 0.358 1.6 -1.8 -0.9
S -2.582 -1.760 -0.023 -1.0 2.1 0.2
H -3.832 -0.225 1.264 -0.8 -0.1 1.2
H -3.259 0.626 -0.167 0.3 -0.2 -0.6

---

(3)
19
Properties=species:S:1:pos:R:3:forces:R:3 method="wB97M-V/def2-TZVPD" homo_ev=-8.8 e_tot_ev=-8461.4572 smiles="C=C/C=C/CC.O" molar_mass_da=100.16 orbital_gap_ha=0.3514 spin_multiplicity=1
C -1.764 -1.531 -2.055 0.1 -0.7 -2.2
C -0.967 -1.676 -1.000 1.1 -1.0 0.0
C -0.179 -0.637 -0.355 0.6 1.9 -0.3
C 0.014 -0.588 0.945 -0.1 1.1 0.6
C 0.829 0.357 1.808 0.3 -0.8 -0.2
C 2.298 0.337 1.367 0.6 2.1 0.1
H -1.958 -2.497 -2.645 -0.4 1.7 1.0
H -1.999 -0.536 -2.604 0.5 -1.8 1.3
H -0.609 -2.693 -0.614 -1.2 1.2 -0.8
H 0.287 0.188 -0.929 -0.4 -0.7 -0.1
H -0.571 -1.250 1.507 -0.6 -1.3 0.9
H 0.427 1.376 1.840 0.0 -0.2 0.0
H 0.789 -0.084 2.815 -0.1 0.5 -0.1
H 2.592 1.297 0.788 -0.5 -2.1 0.1
H 2.545 -0.638 0.987 0.1 0.0 -1.1
H 2.985 0.395 2.195 0.0 0.3 0.8
O -1.455 2.768 -1.047 -5.0 -0.6 4.4
H -0.859 2.836 -1.698 2.7 0.2 -4.3
H -2.405 2.575 -1.305 2.4 0.4 -0.1

---

(4)
9
Properties=species:S:1:pos:R:3:forces:R:3 method="wB97M-V/def2-TZVPD" homo_ev=-0.5 e_tot_ev=-25404.7149 molar_mass_da=126.08 total_charge=-2 orbital_gap_ha=0.2639 spin_multiplicity=1
O 1.498 1.995 -0.422 -0.3 -0.5 -1.2
O 0.008 2.233 1.484 -0.9 0.4 2.7
O -1.132 1.975 -0.738 -0.2 -0.8 -0.8
O 0.464 -2.875 0.276 0.2 1.8 0.6
Si -0.190 -0.473 -0.104 -0.3 -2.7 -1.2
P 0.099 1.758 0.099 2.1 2.0 0.2
H 0.876 -2.862 1.167 -0.3 0.1 -0.8
H -1.478 -1.139 -0.183 -1.1 -0.1 0.8
H -0.145 -0.611 -1.579 0.8 -0.2 -0.4

---

Repeat the third record exactly.
19
Properties=species:S:1:pos:R:3:forces:R:3 method="wB97M-V/def2-TZVPD" homo_ev=-8.8 e_tot_ev=-8461.4572 smiles="C=C/C=C/CC.O" molar_mass_da=100.16 orbital_gap_ha=0.3514 spin_multiplicity=1
C -1.764 -1.531 -2.055 0.1 -0.7 -2.2
C -0.967 -1.676 -1.000 1.1 -1.0 0.0
C -0.179 -0.637 -0.355 0.6 1.9 -0.3
C 0.014 -0.588 0.945 -0.1 1.1 0.6
C 0.829 0.357 1.808 0.3 -0.8 -0.2
C 2.298 0.337 1.367 0.6 2.1 0.1
H -1.958 -2.497 -2.645 -0.4 1.7 1.0
H -1.999 -0.536 -2.604 0.5 -1.8 1.3
H -0.609 -2.693 -0.614 -1.2 1.2 -0.8
H 0.287 0.188 -0.929 -0.4 -0.7 -0.1
H -0.571 -1.250 1.507 -0.6 -1.3 0.9
H 0.427 1.376 1.840 0.0 -0.2 0.0
H 0.789 -0.084 2.815 -0.1 0.5 -0.1
H 2.592 1.297 0.788 -0.5 -2.1 0.1
H 2.545 -0.638 0.987 0.1 0.0 -1.1
H 2.985 0.395 2.195 0.0 0.3 0.8
O -1.455 2.768 -1.047 -5.0 -0.6 4.4
H -0.859 2.836 -1.698 2.7 0.2 -4.3
H -2.405 2.575 -1.305 2.4 0.4 -0.1